{"formula": "C35H71BN3O22S3", "method": "ωB97M-V with the def2-TZVPD basis set", "mol_weight_g_mol": 992.96, "spin_multiplicity": 1, "largest_force_ev_per_a": 7.40, "charge": -1, "e_tot_ev": -120144.68661, "elements": ["O", "C", "O", "B", "O", "C", "O", "O", "C", "O", "C", "O", "O", "C", "S", "O", "C", "H", "H", "H", "H", "H", "H", "C", "S", "O", "C", "H", "H", "H", "H", "H", "H", "C", "S", "O", "C", "H", "H", "H", "H", "H", "H", "C", "O", "N", "C", "C", "H", "H", "H", "H", "H", "H", "H", "C", "O", "N", "C", "C", "H", "H", "H", "H", "H", "H", "H", "C", "O", "N", "C", "C", "H", "H", "H", "H", "H", "H", "H", "O", "C", "O", "C", "C", "C", "H", "H", "H", "H", "H", "H", "H", "H", "O", "C", "O", "C", "C", "C", "H", "H", "H", "H", "H", "H", "H", "H", "O", "C", "O", "C", "C", "C", "H", "H", "H", "H", "H", "H", "H", "H", "O", "C", "O", "C", "C", "C", "H", "H", "H", "H", "H", "H", "H", "H"], "xyz": [[-4.03, -11.69, -7.72], [-5.09, -11.72, -7.13], [-5.49, -10.81, -6.32], [-6.91, -11.07, -5.92], [-7.15, -12.39, -6.49], [-6.24, -12.76, -7.28], [-6.16, -13.75, -7.98], [-7.89, -10.12, -6.50], [-8.40, -9.34, -5.60], [-9.21, -8.40, -5.78], [-7.85, -9.91, -4.20], [-7.17, -10.97, -4.44], [-8.29, -9.54, -3.11], [-9.80, -19.47, -14.06], [-8.89, -19.24, -15.62], [-8.51, -20.64, -16.11], [-10.46, -18.73, -16.55], [-9.86, -18.61, -13.39], [-9.31, -20.22, -13.44], [-10.70, -20.00, -14.34], [-11.10, -19.61, -16.54], [-10.22, -18.59, -17.60], [-10.90, -17.87, -16.06], [-6.99, -1.69, -3.15], [-8.03, -0.60, -2.11], [-8.74, 0.23, -3.15], [-9.26, -1.74, -1.44], [-7.61, -2.39, -3.71], [-6.24, -2.21, -2.55], [-6.47, -0.99, -3.80], [-9.53, -2.35, -2.30], [-10.15, -1.28, -1.01], [-8.81, -2.44, -0.74], [-4.67, -18.81, -2.30], [-5.09, -17.34, -1.34], [-5.03, -17.74, 0.13], [-3.63, -16.32, -1.65], [-3.79, -19.31, -1.89], [-4.30, -18.60, -3.30], [-5.46, -19.55, -2.13], [-2.71, -16.87, -1.48], [-3.82, -15.37, -1.14], [-3.60, -16.09, -2.71], [6.01, -12.72, -13.59], [6.95, -13.36, -12.97], [5.11, -11.98, -13.08], [4.23, -11.23, -13.92], [4.77, -11.99, -11.62], [6.17, -12.53, -14.67], [3.25, -11.68, -13.81], [4.41, -11.23, -14.99], [4.23, -10.18, -13.62], [3.76, -12.07, -11.22], [5.41, -12.63, -11.01], [5.03, -10.96, -11.41], [-8.08, -11.82, -16.89], [-9.27, -11.72, -17.09], [-7.50, -12.35, -15.80], [-6.04, -12.58, -15.81], [-8.16, -12.67, -14.58], [-7.37, -11.68, -17.72], [-5.90, -13.65, -15.69], [-5.57, -12.08, -14.96], [-5.42, -12.39, -16.69], [-7.87, -12.06, -13.73], [-9.23, -12.52, -14.60], [-7.73, -13.64, -14.30], [-11.60, -17.22, -5.64], [-11.54, -18.37, -6.10], [-11.75, -16.91, -4.36], [-11.95, -15.54, -3.80], [-11.75, -17.94, -3.28], [-11.27, -16.31, -6.18], [-12.03, -14.73, -4.53], [-11.21, -15.29, -3.04], [-12.94, -15.37, -3.36], [-12.07, -18.92, -3.64], [-10.75, -18.23, -2.95], [-12.44, -17.53, -2.54], [-7.50, -0.65, -13.40], [-7.04, -0.92, -12.24], [-6.44, -2.14, -11.87], [-6.68, -3.27, -12.63], [-7.52, -4.38, -11.95], [-6.76, 0.15, -11.21], [-5.69, -3.64, -12.91], [-7.25, -3.07, -13.53], [-8.41, -3.87, -11.58], [-6.93, -4.89, -11.18], [-7.72, -5.22, -12.61], [-5.74, 0.13, -10.82], [-7.51, 0.18, -10.43], [-6.88, 1.16, -11.59], [3.31, -16.80, -4.24], [3.98, -16.71, -5.27], [3.57, -16.48, -6.54], [2.18, -16.47, -6.86], [1.63, -17.92, -6.87], [5.46, -16.88, -5.19], [1.96, -16.11, -7.87], [1.68, -15.79, -6.17], [1.62, -18.50, -5.94], [2.00, -18.52, -7.70], [0.57, -17.86, -7.13], [5.69, -17.94, -5.04], [5.96, -16.48, -4.31], [5.98, -16.45, -6.04], [-19.02, 2.13, -4.26], [-17.99, 2.31, -4.83], [-17.08, 1.46, -5.11], [-17.24, 0.16, -4.54], [-16.23, -0.91, -5.10], [-17.56, 3.69, -5.11], [-18.25, -0.22, -4.71], [-17.15, 0.14, -3.45], [-16.58, -1.14, -6.10], [-16.11, -1.82, -4.51], [-15.32, -0.37, -5.36], [-17.80, 4.08, -6.10], [-16.47, 3.61, -5.13], [-18.07, 4.32, -4.38], [-19.39, -6.87, -1.20], [-19.58, -7.99, -0.70], [-18.59, -8.85, -0.47], [-17.30, -8.78, -1.09], [-17.33, -9.08, -2.56], [-20.80, -8.43, -0.09], [-16.78, -9.59, -0.58], [-16.78, -7.85, -0.87], [-16.39, -8.71, -2.99], [-18.00, -8.54, -3.22], [-17.62, -10.09, -2.86], [-21.13, -9.42, -0.37], [-21.55, -7.64, -0.04], [-20.54, -8.69, 0.94]], "mulliken_charge": [-0.64, 0.62, -0.47, 1.00, -0.45, 0.59, -0.63, -0.49, 0.61, -0.65, 0.57, -0.42, -0.63, -0.89, 0.49, -0.62, -0.94, 0.34, 0.34, 0.28, 0.31, 0.33, 0.34, -0.87, 0.48, -0.62, -0.86, 0.31, 0.34, 0.29, 0.27, 0.31, 0.34, -0.94, 0.52, -0.63, -0.88, 0.32, 0.36, 0.30, 0.31, 0.30, 0.35, 0.17, -0.65, 0.12, -0.90, -0.94, 0.27, 0.33, 0.33, 0.29, 0.32, 0.31, 0.36, 0.16, -0.58, 0.07, -0.94, -0.85, 0.26, 0.34, 0.32, 0.31, 0.33, 0.31, 0.27, 0.19, -0.62, 0.08, -0.98, -0.90, 0.28, 0.32, 0.36, 0.35, 0.33, 0.26, 0.32, -0.57, 0.78, -0.30, -0.28, -1.05, -1.03, 0.31, 0.32, 0.30, 0.27, 0.33, 0.29, 0.28, 0.34, -0.56, 0.71, -0.33, -0.21, -1.09, -0.97, 0.27, 0.31, 0.34, 0.29, 0.36, 0.23, 0.33, 0.30, -0.58, 0.72, -0.29, -0.26, -1.08, -0.92, 0.30, 0.31, 0.30, 0.34, 0.30, 0.25, 0.31, 0.29, -0.59, 0.80, -0.34, -0.20, -1.12, -1.06, 0.25, 0.32, 0.35, 0.35, 0.33, 0.30, 0.31, 0.31]}

{"formula": "C35H72F3N3O12P", "method": "ωB97M-V with the def2-TZVPD basis set", "mol_weight_g_mol": 814.94, "spin_multiplicity": 1, "largest_force_ev_per_a": 1.30, "charge": 1, "e_tot_ev": -83938.26644, "elements": ["C", "C", "C", "C", "C", "C", "C", "C", "N", "C", "P", "N", "C", "N", "C", "F", "F", "F", "H", "H", "H", "H", "H", "H", "H", "H", "H", "H", "H", "H", "H", "H", "H", "H", "H", "H", "H", "H", "H", "H", "H", "H", "O", "C", "O", "C", "C", "C", "H", "H", "H", "H", "H", "H", "H", "H", "O", "C", "O", "C", "C", "C", "H", "H", "H", "H", "H", "H", "H", "H", "O", "C", "O", "C", "C", "C", "H", "H", "H", "H", "H", "H", "H", "H", "O", "C", "O", "C", "C", "C", "H", "H", "H", "H", "H", "H", "H", "H", "O", "C", "O", "C", "C", "C", "H", "H", "H", "H", "H", "H", "H", "H", "O", "C", "O", "C", "C", "C", "H", "H", "H", "H", "H", "H", "H", "H"], "xyz": [[-0.73, -1.31, 2.88], [-0.20, -1.49, 1.44], [-1.25, -1.95, 0.41], [-0.78, -1.46, -0.98], [-1.47, -3.46, 0.26], [-0.26, -4.41, 0.34], [-0.55, -5.59, -0.65], [0.12, -6.97, -0.42], [-0.59, -7.96, 0.38], [-0.23, -4.71, 1.84], [1.01, -5.82, 2.60], [0.31, -7.08, 3.25], [-1.66, -5.01, 2.27], [-2.44, -4.19, 1.23], [-3.68, -3.54, 1.72], [-3.42, -2.76, 2.75], [-4.22, -2.85, 0.73], [-4.50, -4.51, 2.09], [-1.79, -1.11, 2.89], [-0.46, -2.14, 3.54], [-0.25, -0.43, 3.32], [0.14, -0.50, 1.11], [0.66, -2.16, 1.44], [-2.18, -1.42, 0.63], [-1.29, -1.96, -1.80], [0.29, -1.66, -1.10], [-0.92, -0.38, -1.05], [-1.98, -3.59, -0.69], [0.63, -3.91, -0.03], [-0.19, -5.25, -1.62], [-1.62, -5.78, -0.78], [1.13, -6.87, -0.05], [0.20, -7.39, -1.42], [-1.55, -8.07, 0.08], [-0.53, -7.83, 1.39], [-0.02, -3.75, 2.32], [1.69, -5.02, 3.54], [1.95, -6.10, 1.62], [0.49, -7.12, 4.25], [-1.97, -6.05, 2.19], [-1.83, -4.61, 3.26], [-2.83, -4.92, 0.63], [-2.36, 0.86, 1.64], [-2.54, 2.04, 1.83], [-1.52, 2.87, 1.62], [-1.65, 4.31, 1.68], [-1.52, 4.83, 3.09], [-3.85, 2.57, 2.36], [-2.57, 4.63, 1.20], [-0.83, 4.68, 1.06], [-2.31, 4.48, 3.75], [-1.55, 5.92, 3.07], [-0.56, 4.52, 3.52], [-3.85, 2.46, 3.44], [-4.65, 1.95, 1.95], [-4.05, 3.60, 2.10], [0.28, 7.27, 1.28], [-0.42, 8.25, 1.16], [-1.51, 8.15, 0.39], [-2.48, 9.20, 0.28], [-2.09, 10.24, -0.75], [-0.06, 9.56, 1.80], [-2.68, 9.64, 1.26], [-3.40, 8.70, -0.03], [-1.17, 10.75, -0.47], [-2.88, 10.99, -0.85], [-1.93, 9.78, -1.72], [0.65, 10.07, 1.15], [0.43, 9.35, 2.75], [-0.91, 10.22, 1.99], [3.28, -7.71, 1.01], [3.46, -8.88, 1.26], [4.55, -9.46, 0.73], [4.96, -10.79, 1.05], [4.25, -11.83, 0.22], [2.49, -9.69, 2.06], [4.85, -10.97, 2.12], [6.03, -10.80, 0.84], [3.17, -11.83, 0.40], [4.63, -12.83, 0.44], [4.41, -11.63, -0.84], [1.69, -10.03, 1.39], [2.03, -9.05, 2.81], [2.93, -10.55, 2.56], [-2.23, 9.91, -4.30], [-2.84, 10.86, -4.68], [-3.62, 11.52, -3.79], [-4.27, 12.76, -4.10], [-5.59, 12.56, -4.81], [-2.83, 11.30, -6.13], [-3.60, 13.41, -4.65], [-4.43, 13.22, -3.13], [-5.46, 12.08, -5.78], [-6.08, 13.52, -4.96], [-6.25, 11.92, -4.21], [-3.55, 10.69, -6.67], [-1.84, 11.09, -6.53], [-3.05, 12.35, -6.28], [-0.40, -7.14, -3.80], [0.73, -7.44, -4.06], [1.72, -6.67, -3.55], [3.10, -7.03, -3.65], [3.72, -6.58, -4.96], [1.07, -8.60, -4.96], [3.24, -8.09, -3.46], [3.57, -6.50, -2.82], [3.25, -7.08, -5.81], [4.78, -6.81, -4.97], [3.59, -5.51, -5.09], [1.01, -8.27, -5.99], [0.32, -9.38, -4.80], [2.05, -9.04, -4.79], [6.32, 7.17, 2.14], [5.50, 6.31, 1.99], [4.20, 6.62, 2.20], [3.13, 5.71, 1.90], [2.88, 4.75, 3.04], [5.89, 4.89, 1.64], [3.31, 5.20, 0.95], [2.26, 6.35, 1.75], [3.73, 4.10, 3.22], [2.01, 4.11, 2.81], [2.67, 5.30, 3.96], [6.16, 4.37, 2.56], [6.76, 4.93, 1.00], [5.11, 4.33, 1.13]], "mulliken_charge": [-1.47, -1.17, 0.51, -1.93, -1.16, 0.37, -1.24, -0.38, -0.44, 0.63, 0.27, -0.80, -0.84, 0.15, 0.72, -0.19, -0.23, -0.26, 0.25, 0.36, 0.47, 0.82, 0.43, 0.80, 0.40, 0.41, 0.48, 0.70, 0.96, 0.52, 0.11, -0.09, 0.09, 0.27, 0.23, -0.51, 0.16, 0.05, 0.24, 0.23, 0.46, 0.58, -0.54, 0.79, -0.35, -0.40, -0.80, -1.13, 0.38, 0.26, 0.35, 0.24, 0.20, 0.29, 0.34, 0.36, -0.52, 0.79, -0.36, -0.53, -0.88, -1.22, 0.38, 0.34, 0.27, 0.33, 0.31, 0.31, 0.33, 0.39, -0.55, 0.62, -0.37, -0.43, -0.96, -0.75, 0.39, 0.31, 0.28, 0.36, 0.29, 0.23, 0.18, 0.35, -0.53, 0.84, -0.36, -0.43, -0.99, -1.12, 0.37, 0.33, 0.27, 0.37, 0.31, 0.29, 0.32, 0.33, -0.54, 0.93, -0.26, -0.37, -1.08, -1.26, 0.36, 0.33, 0.28, 0.38, 0.31, 0.32, 0.33, 0.38, -0.57, 0.69, -0.36, 0.06, -0.82, -0.86, 0.30, -0.03, 0.34, 0.16, 0.29, 0.24, 0.30, 0.30]}

Question: Which value of charge does entry 2 give?
Answer: +1

Question: What is the charge in the second record?
Answer: +1

Question: Which value of charge does entry 2 give?
Answer: +1